No. 1
The following is a DFT calculation (wB97M-V/def2-TZVPD) of C33H37F7N6NiO7S3Te as an isolated structure in a non-equilibrium geometry.

Output
- Kohn-Sham gap (alpha / beta): 0.0742 / 0.0728 hartree
- Spin multiplicity: 1
- E: -5804.67382 Eh
- HOMO (alpha / beta): -0.119 / -0.118 hartree
- Charge: 0
- Energy relative to the best compared isomer or geometry (same formula, charge and spin): 87.0 kJ/mol

The geometry in XYZ format:
```
95
C33H37F7N6NiO7S3Te | the OMol25 dataset | wB97M-V/def2-TZVPD
Ni -0.236 0.959 -1.178
C 3.278 -4.212 3.169
C 2.068 -4.535 2.301
N 1.769 -3.495 1.337
C 0.756 -2.586 1.626
C 0.509 -1.498 0.887
C -0.717 -0.668 1.153
O -1.088 -0.507 2.338
O -1.278 -0.232 0.116
C 1.369 -1.182 -0.237
O 1.385 -0.071 -0.827
C 2.269 -2.240 -0.665
C 2.928 -2.155 -1.887
C 3.816 -3.137 -2.266
F 4.390 -3.051 -3.500
C 4.129 -4.196 -1.439
C 3.463 -4.294 -0.209
C 2.502 -3.365 0.169
N 5.136 -5.176 -1.723
C 6.113 -4.926 -2.772
C 7.231 -5.988 -2.612
N 7.061 -6.587 -1.245
C 5.830 -7.445 -1.229
C 4.689 -6.562 -1.779
H 3.495 -5.034 3.855
H 3.088 -3.313 3.755
H 4.162 -4.028 2.554
H 1.185 -4.652 2.927
H 2.206 -5.484 1.776
H 0.139 -2.825 2.482
H 2.695 -1.329 -2.550
H 3.731 -5.106 0.456
H 6.519 -3.926 -2.645
H 5.695 -4.995 -3.780
H 8.224 -5.555 -2.687
H 7.144 -6.801 -3.328
H 6.819 -5.792 -0.636
H 7.887 -7.072 -0.905
H 5.664 -7.758 -0.201
H 6.018 -8.319 -1.846
H 3.799 -6.692 -1.173
H 4.437 -6.859 -2.806
F -0.410 1.766 -5.804
C -0.164 0.531 -5.360
F 1.089 0.207 -5.699
F -0.998 -0.312 -5.964
S -0.316 0.439 -3.532
O 0.486 1.612 -3.135
O 0.140 -0.904 -3.285
N -1.898 0.641 -3.478
S -2.643 1.495 -2.390
O -3.665 0.796 -1.683
O -1.775 2.405 -1.629
C -3.528 2.622 -3.528
F -4.346 1.947 -4.324
F -4.243 3.497 -2.812
F -2.662 3.310 -4.280
C -0.970 5.934 -2.398
C -1.065 5.370 -1.025
C -1.924 5.771 -0.056
C -1.977 5.081 1.179
N -1.258 3.960 1.341
C -0.257 3.647 0.458
S 0.798 2.398 0.736
N -0.181 4.383 -0.713
C -2.732 5.642 2.342
H -1.685 6.743 -2.532
H -1.176 5.153 -3.135
H 0.036 6.314 -2.588
H -2.585 6.608 -0.231
H 0.428 3.996 -1.421
H -3.275 6.536 2.043
H -2.020 5.913 3.128
H -3.433 4.930 2.774
C -7.440 4.168 4.260
C -6.120 3.582 3.837
C -5.866 3.275 2.506
C -4.638 2.770 2.090
C -4.454 2.438 0.628
C -3.614 2.599 3.041
Te -1.692 1.982 2.349
C -3.868 2.855 4.400
C -2.868 2.611 5.509
C -5.119 3.345 4.769
H -8.202 4.018 3.495
H -7.348 5.243 4.432
H -7.793 3.718 5.189
H -6.649 3.423 1.767
H -5.421 2.405 0.124
H -3.960 1.478 0.491
H -3.841 3.186 0.112
H -1.845 2.588 5.145
H -3.066 1.648 5.989
H -2.951 3.383 6.277
H -5.311 3.546 5.819
```

---

No. 2
The following is a DFT calculation (wB97M-V/def2-TZVPD) of C33H37N6O5SSiZn as an isolated structure.

Output
- Kohn-Sham gap: 0.2575 hartree
- Spin multiplicity: 1
- E: -4451.67658 Eh
- HOMO: -0.169 hartree
- Charge: -1
- Energy relative to the best compared isomer or geometry (same formula, charge and spin): 0.0 kJ/mol

The geometry in XYZ format:
```
84
C33H37N6O5SSiZn | the OMol25 dataset | wB97M-V/def2-TZVPD
Zn -0.112 -0.905 1.877
N -2.164 -0.228 2.380
C -3.146 -1.294 2.593
C -2.476 -2.696 2.612
O -3.235 -3.653 2.780
O -1.220 -2.691 2.440
H -1.920 0.246 3.240
H -2.463 0.475 1.714
H -3.889 -1.300 1.795
H -3.684 -1.184 3.534
O -1.512 1.278 -0.506
S -0.271 1.903 -0.106
O -0.251 3.349 -0.213
N 0.108 1.356 1.332
C 1.070 2.000 2.109
C 1.989 2.955 1.691
C 2.933 3.509 2.570
C 2.993 3.142 3.885
C 2.075 2.188 4.370
C 2.069 1.758 5.716
C 1.167 0.823 6.131
C 0.261 0.304 5.188
N 0.232 0.676 3.933
C 1.116 1.613 3.499
C 0.985 1.324 -1.241
C 2.081 0.595 -0.811
C 3.034 0.193 -1.738
C 2.881 0.512 -3.081
C 1.772 1.237 -3.504
C 0.823 1.649 -2.583
H 1.972 3.290 0.666
H 3.637 4.236 2.182
H 3.730 3.566 4.556
H 2.788 2.190 6.404
H 1.139 0.479 7.156
H -0.458 -0.456 5.484
H 2.189 0.335 0.235
H 3.898 -0.372 -1.407
H 3.625 0.188 -3.799
H 1.647 1.482 -4.552
H -0.049 2.212 -2.891
C -0.826 3.415 -4.726
C -1.644 2.155 -4.589
C -2.189 1.783 -3.366
C -2.959 0.637 -3.238
C -3.185 -0.179 -4.338
N -3.987 -1.347 -4.273
C -4.529 -1.915 -3.133
O -5.682 -2.311 -3.107
N -3.713 -2.012 -2.036
C -2.309 -2.041 -1.920
C -1.430 -2.230 -2.975
C -0.072 -2.290 -2.697
C 0.365 -2.132 -1.397
N -0.473 -1.933 -0.380
C -1.772 -1.915 -0.642
C -2.634 0.174 -5.567
C -1.882 1.333 -5.688
H -0.425 3.726 -3.761
H -1.439 4.232 -5.117
H 0.008 3.269 -5.414
H -1.992 2.378 -2.481
H -3.368 0.379 -2.271
H -4.603 -1.477 -5.059
H -4.220 -2.257 -1.200
H -1.787 -2.351 -3.988
H 0.641 -2.459 -3.493
H 1.419 -2.171 -1.153
H -2.436 -1.813 0.210
H -2.801 -0.457 -6.434
H -1.464 1.597 -6.654
C 1.961 -2.669 4.147
Si 2.027 -1.780 2.463
C 3.542 -0.601 2.649
C 2.676 -3.138 1.286
H 2.895 -3.202 4.358
H 1.136 -3.388 4.161
H 1.790 -1.955 4.961
H 4.403 -0.956 2.070
H 3.852 -0.541 3.699
H 3.332 0.422 2.325
H 3.575 -3.619 1.688
H 2.928 -2.736 0.297
H 1.908 -3.907 1.146
```

---

No. 3
The following is a DFT calculation (wB97M-V/def2-TZVPD) of C33H37N7O7P2Zn as an isolated structure in a non-equilibrium geometry.

Output
- Kohn-Sham gap: 0.2300 hartree
- Spin multiplicity: 1
- E: -4651.21675 Eh
- HOMO: -0.312 hartree
- Charge: 0
- Energy relative to the best compared isomer or geometry (same formula, charge and spin): 180.2 kJ/mol

The geometry in XYZ format:
```
87
C33H37N7O7P2Zn | the OMol25 dataset | wB97M-V/def2-TZVPD
Zn 0.303 -2.072 1.368
C -0.810 2.896 3.524
C -1.785 2.416 2.734
C -1.687 2.373 1.230
C -0.342 1.798 0.704
C 0.474 2.840 0.028
C 0.551 4.099 0.465
C 0.193 4.569 1.842
C 0.430 3.491 2.918
C 1.747 -3.505 1.668
H -0.890 2.897 4.617
H -2.755 2.119 3.142
H -1.955 3.332 0.751
H -2.478 1.687 0.892
H 0.173 1.388 1.582
H -0.517 0.926 0.047
H 1.022 2.502 -0.852
H 0.945 4.887 -0.186
H -0.852 4.906 1.832
H 0.823 5.441 2.089
H 1.039 2.673 2.515
H 1.020 3.914 3.730
H 2.004 -3.863 2.679
H 2.659 -3.100 1.203
H 1.458 -4.433 1.154
P 1.820 -1.494 -1.701
P -1.946 -0.276 -1.625
N 3.037 -0.273 -2.224
N 2.498 -2.664 -3.047
N -1.868 1.135 -2.911
N -3.383 -0.898 -2.471
C 0.588 -0.722 -2.835
C -0.798 -1.354 -2.605
C 4.105 0.082 -1.400
C 4.956 0.950 -2.075
C 4.420 1.128 -3.385
C 3.234 0.399 -3.436
C 2.636 -4.017 -2.755
C 3.114 -4.687 -3.874
C 3.280 -3.723 -4.908
C 2.871 -2.500 -4.380
C -1.815 2.484 -2.591
C -1.639 3.224 -3.743
C -1.588 2.316 -4.832
C -1.757 1.041 -4.303
C -4.328 -0.268 -3.301
C -4.996 -1.233 -4.067
C -4.478 -2.521 -3.667
C -3.544 -2.287 -2.657
H 0.857 -0.846 -3.897
H 0.582 0.365 -2.662
H -1.225 -1.656 -3.577
H -0.747 -2.277 -1.998
H 4.147 -0.299 -0.389
H 5.866 1.404 -1.674
H 4.835 1.726 -4.205
H 2.530 0.330 -4.259
H 2.379 -4.373 -1.763
H 3.310 -5.751 -3.945
H 3.659 -3.886 -5.914
H 2.823 -1.545 -4.887
H -1.914 2.816 -1.566
H -1.575 4.291 -3.801
H -1.451 2.558 -5.873
H -1.824 0.090 -4.824
H -4.470 0.797 -3.319
H -5.727 -1.042 -4.833
H -4.745 -3.488 -4.064
H -2.933 -2.978 -2.110
O -0.199 -0.463 9.266
N 0.341 0.012 8.246
O 1.400 0.674 8.290
C -0.253 -0.240 6.936
C -1.331 -1.129 6.800
C -1.704 -1.591 5.544
C -0.907 -1.373 4.343
O -1.102 -2.063 3.296
C 0.146 -0.353 4.545
C 0.380 0.260 5.787
N 1.047 0.087 3.518
O 1.909 0.917 3.803
O 1.014 -0.363 2.300
N -2.875 -2.502 5.493
O -2.949 -3.371 6.389
O -3.718 -2.357 4.600
H -1.878 -1.465 7.682
H 1.113 1.063 5.841
```

---

No. 4
The following is a DFT calculation (wB97M-V/def2-TZVPD) of C33H38BaI2N6Te as an isolated structure in a non-equilibrium geometry.

Output
- Kohn-Sham gap: 0.2241 hartree
- Spin multiplicity: 1
- E: -2497.73282 Eh
- HOMO: -0.234 hartree
- Charge: 0
- Energy relative to the best compared isomer or geometry (same formula, charge and spin): 223.4 kJ/mol

The geometry in XYZ format:
```
81
C33H38BaI2N6Te | the OMol25 dataset | wB97M-V/def2-TZVPD
Ba 0.847 -0.132 -0.425
C 2.471 -3.843 0.461
N 2.925 -2.707 -0.342
C 4.304 -2.364 -0.059
C 2.555 -2.786 -1.722
C 3.493 -2.941 -2.740
C 3.126 -2.893 -4.077
C 1.800 -2.651 -4.400
C 0.849 -2.519 -3.403
C 1.178 -2.636 -2.038
N 0.290 -2.453 -0.992
C -1.060 -2.714 -1.117
C -1.631 -3.583 -2.061
C -3.002 -3.733 -2.188
C -3.858 -3.020 -1.368
C -3.316 -2.245 -0.351
C -1.947 -2.114 -0.183
N -1.355 -1.396 0.929
C -2.279 -0.517 1.640
C -0.762 -2.358 1.870
H 3.236 -4.634 0.494
H 1.568 -4.262 0.028
H 2.237 -3.523 1.478
H 4.988 -3.223 -0.122
H 4.370 -1.947 0.951
H 4.654 -1.598 -0.751
H 4.531 -3.112 -2.484
H 3.873 -3.022 -4.849
H 1.497 -2.565 -5.437
H -0.175 -2.299 -3.671
H -0.973 -4.158 -2.698
H -3.400 -4.405 -2.939
H -4.931 -3.087 -1.486
H -3.993 -1.738 0.324
H -2.997 -1.080 2.250
H -2.824 0.093 0.924
H -1.710 0.139 2.301
H -1.533 -2.988 2.331
H -0.215 -1.829 2.655
H -0.068 -2.999 1.333
C -2.531 7.130 -2.284
C -2.214 5.657 -2.292
C -2.871 4.773 -1.448
C -2.612 3.404 -1.464
C -3.371 2.529 -0.500
C -1.646 2.887 -2.345
Te -1.338 0.773 -2.476
C -0.963 3.774 -3.194
C 0.124 3.327 -4.139
C -1.262 5.134 -3.154
H -3.184 7.386 -1.449
H -3.033 7.423 -3.209
H -1.622 7.729 -2.198
H -3.612 5.159 -0.753
H -4.134 3.105 0.027
H -2.689 2.101 0.239
H -3.852 1.697 -1.016
H 1.100 3.376 -3.646
H 0.159 3.972 -5.018
H -0.025 2.300 -4.464
H -0.731 5.805 -3.824
I -2.073 5.495 2.515
C -0.795 3.921 3.004
C -0.329 3.752 4.297
C 0.507 2.676 4.559
C 0.840 1.822 3.522
N 0.392 1.988 2.278
C -0.407 3.024 2.020
H -0.614 4.437 5.083
H 0.890 2.508 5.557
H 1.488 0.967 3.682
H -0.757 3.131 0.998
I 2.972 -2.257 7.726
C 3.037 -2.288 5.663
C 3.925 -2.979 4.880
N 3.594 -2.690 3.604
N 2.548 -1.857 3.506
C 2.201 -1.607 4.760
H 4.740 -3.633 5.140
H 4.019 -3.043 2.764
H 1.363 -0.965 4.982
```

---

No. 5
The following is a DFT calculation (wB97M-V/def2-TZVPD) of C33H38BrI3IrNO as an isolated structure.

Output
- Kohn-Sham gap (alpha / beta): 0.2022 / 0.1874 hartree
- Spin multiplicity: 2
- E: -4981.42554 Eh
- HOMO (alpha / beta): -0.372 / -0.372 hartree
- Charge: +1
- Energy relative to the best compared isomer or geometry (same formula, charge and spin): 0.0 kJ/mol

The geometry in XYZ format:
```
78
C33H38BrI3IrNO | the OMol25 dataset | wB97M-V/def2-TZVPD
Ir 0.176 -0.511 -2.025
C 1.904 3.920 5.076
C 2.782 2.885 4.372
C 2.979 1.686 5.318
C 4.147 3.523 4.066
C 2.165 2.374 3.084
C 2.852 1.388 2.339
C 2.275 0.841 1.241
Br 3.149 -0.577 0.371
C 0.956 1.246 0.759
O 0.437 0.672 -0.221
C 0.288 2.308 1.496
C 0.917 2.803 2.617
C -1.074 2.910 1.126
C -0.912 4.434 0.981
C -1.672 2.398 -0.188
C -2.070 2.594 2.253
H 2.408 4.256 5.982
H 0.940 3.501 5.371
H 1.733 4.799 4.452
H 3.397 2.035 6.263
H 3.665 0.948 4.901
H 2.028 1.193 5.525
H 4.584 3.904 4.990
H 4.041 4.358 3.370
H 4.847 2.805 3.638
H 3.832 1.048 2.645
H 0.414 3.581 3.171
H -0.166 4.673 0.220
H -0.611 4.912 1.913
H -1.863 4.872 0.675
H -1.013 2.634 -1.026
H -2.624 2.906 -0.356
H -1.862 1.326 -0.175
H -1.743 3.001 3.210
H -2.198 1.515 2.366
H -3.041 3.030 2.013
I -1.054 1.157 -3.614
C -1.317 -0.353 -5.031
C -2.053 -0.106 -6.149
C -2.168 -1.136 -7.109
C -1.544 -2.334 -6.901
C -0.768 -2.572 -5.739
C -0.075 -3.792 -5.543
C 0.710 -3.964 -4.442
C 0.799 -2.944 -3.464
C 0.101 -1.771 -3.574
C -0.655 -1.557 -4.759
H -2.537 0.848 -6.309
H -2.739 -0.961 -8.010
H -1.635 -3.128 -7.631
H -0.163 -4.569 -6.292
H 1.276 -4.877 -4.310
H 1.441 -3.113 -2.604
I 2.536 0.616 -3.061
I 4.130 -1.455 -3.656
C -0.402 -3.963 2.243
N 0.035 -2.837 1.449
C -0.177 -1.528 2.009
C 0.103 -2.988 0.016
C -1.223 -2.728 -0.670
C -2.251 -3.655 -0.497
C -3.508 -3.440 -1.030
C -3.760 -2.257 -1.712
C -2.742 -1.336 -1.899
C -1.451 -1.572 -1.414
H 0.013 -3.886 3.249
H -0.044 -4.893 1.800
H -1.496 -4.026 2.344
H -0.678 -1.612 2.974
H -0.804 -0.907 1.359
H 0.768 -1.005 2.173
H 0.441 -4.007 -0.181
H 0.866 -2.290 -0.397
H -2.050 -4.567 0.054
H -4.285 -4.183 -0.907
H -4.740 -2.066 -2.131
H -2.974 -0.434 -2.447
```

---

charge of number 2 (C33H37N6O5SSiZn)?
-1